Entry from the Open Molecules 2025 dataset: a molecular structure, C4H4AgO2 (the ωB97M-V functional and the def2-TZVPD basis).

Net charge: +3
Orbital gap (spin up / spin down): 6.128 / 6.627 eV
Energy above the lowest of the compared OMol25 structures with the same formula, charge and spin: 0.000 eV
Expectation value of S²: 2.01
Spin multiplicity: 3

The geometry in XYZ format:
```
11
Properties=species:S:1:pos:R:3:mulliken_spin:R:1
H -0.9068 2.9243 0.0722 0.930
O -2.2708 1.4272 -0.7319 -0.033
C -1.7263 0.4468 -0.7961 0.077
C -0.6994 -0.5783 -0.8823 0.084
C -0.0522 -0.8313 0.4510 0.426
C 1.1445 -0.4331 0.7798 0.130
O 2.1705 -0.0199 1.1642 0.288
Ag 4.1303 0.1843 1.6567 0.057
H -0.0051 -0.2339 -1.6677 0.007
H -1.2141 -1.4760 -1.2684 0.025
H -0.5705 -1.4103 1.2224 0.009
```